[1]
Entry from OMol25: a molecular structure, C17H21N4RuSSe2 at a distorted geometry (the ωB97M-V functional and the def2-TZVPD basis).

Each line ends with the Mulliken spin population.
Atoms and positions in Å:
Ru1 -0.805 0.322 -1.031  0.70
N1 -2.937 -3.223 0.460  -0.02
C1 -2.099 -2.262 0.084  -0.03
S1 -2.603 -1.123 -1.185  0.24
N2 -0.915 -2.115 0.598  0.08
N3 -0.195 -1.078 0.289  -0.01
C2 1.170 -1.077 0.551  -0.02
C3 1.825 -2.176 1.211  0.01
C4 1.204 -2.865 2.272  0.01
C5 1.866 -3.877 2.925  0.00
C6 3.148 -4.253 2.530  0.01
C7 3.756 -3.614 1.451  0.00
C8 3.116 -2.584 0.801  0.01
C9 1.852 0.075 0.089  0.05
C10 3.158 0.440 0.497  0.01
C11 3.740 1.572 -0.014  0.01
C12 3.026 2.355 -0.934  0.01
C13 1.735 1.994 -1.251  0.01
N4 1.145 0.904 -0.755  -0.01
H1 -3.822 -3.343 -0.004  0.00
H2 -2.645 -3.920 1.125  0.00
H3 0.232 -2.544 2.610  0.00
H4 1.395 -4.364 3.765  0.00
H5 3.663 -5.047 3.050  0.00
H6 4.724 -3.940 1.102  0.00
H7 3.566 -2.132 -0.070  0.00
H8 3.667 -0.168 1.227  0.00
H9 4.731 1.865 0.294  0.00
H10 3.468 3.229 -1.377  0.00
H11 1.150 2.601 -1.937  0.00
C14 -1.378 3.393 1.530  0.00
Se1 -2.212 1.745 0.925  -0.05
C15 -3.417 2.479 -0.477  0.00
C16 -2.725 3.098 -1.675  0.01
Se2 -1.611 1.841 -2.731  -0.02
C17 -2.984 1.197 -3.935  0.00
H12 -2.112 3.942 2.116  0.00
H13 -1.033 3.988 0.689  0.00
H14 -0.534 3.135 2.166  0.00
H15 -4.039 3.233 0.011  0.00
H16 -4.054 1.638 -0.767  0.00
H17 -2.067 3.921 -1.386  0.00
H18 -3.477 3.490 -2.365  0.00
H19 -3.321 2.040 -4.538  0.00
H20 -3.807 0.771 -3.360  0.00
H21 -2.543 0.437 -4.577  0.00

Cartesian forces, eV/Å:
-2.1 -1.2 2.2
0.1 0.0 -0.1
0.2 1.3 -0.6
0.4 0.6 -0.2
-0.5 -2.0 1.5
3.6 1.3 -0.8
-3.7 -1.5 0.2
0.6 -0.7 0.4
0.1 0.6 -0.2
0.4 -0.2 0.1
-0.2 0.2 -0.2
0.1 -0.3 0.1
-0.7 0.2 0.0
1.0 2.2 -0.6
-1.1 -0.7 -0.1
-0.3 0.7 -0.7
0.4 -0.5 0.5
0.1 0.2 -0.3
0.4 0.0 0.4
0.0 0.0 0.0
0.1 0.0 0.0
0.0 -0.1 0.0
0.0 -0.1 0.1
0.0 0.0 0.0
0.1 0.0 0.0
0.1 0.1 0.0
0.0 -0.1 0.0
0.1 0.0 0.0
0.0 0.2 0.0
0.0 -0.1 0.1
0.3 0.0 -0.2
0.5 -0.7 -1.8
0.0 0.0 0.1
0.2 -0.2 0.0
0.0 1.6 -0.5
-0.3 -0.3 0.2
-0.1 -0.1 -0.1
0.0 0.0 0.0
0.0 -0.1 0.0
0.0 -0.1 0.1
0.1 0.1 0.2
-0.1 -0.1 -0.1
0.1 0.0 0.0
0.1 0.0 0.1
0.0 0.0 -0.1
0.0 0.0 0.0

Output
Gap between HOMO and LUMO (spin up / spin down)   5.5 / 5.4 eV
HOMO (spin up / spin down)   -13.8 / -13.8 eV
Spin multiplicity   2
Largest force on an atom   4.05 eV/A
Lowest unoccupied orbital energy (spin up / spin down)   -0.3053 / -0.3106 Ha
Total charge   +2

[2]
Entry from OMol25: a molecular structure, C17H21N5O2W at a distorted geometry (the ωB97M-V functional and the def2-TZVPD basis).

Each line ends with the Mulliken spin population.
Atoms and positions in Å:
N1 0.435 3.816 -1.650  0.01
C1 0.551 4.703 -2.404  0.00
C2 0.707 5.810 -3.342  0.00
H1 1.757 6.125 -3.389  0.00
H2 0.096 6.665 -3.024  0.00
H3 0.386 5.498 -4.343  0.00
N2 -3.194 -1.543 -2.309  0.01
C3 -3.862 -1.888 -3.204  0.00
C4 -4.706 -2.323 -4.312  0.00
H4 -5.752 -2.048 -4.129  0.00
H5 -4.645 -3.411 -4.432  0.00
H6 -4.375 -1.846 -5.242  0.00
N3 3.256 -2.048 -1.636  0.01
C5 4.042 -2.474 -2.392  0.00
C6 5.027 -2.997 -3.331  0.00
H7 4.523 -3.384 -4.225  0.00
H8 5.600 -3.811 -2.869  0.00
H9 5.723 -2.203 -3.633  0.00
W1 0.046 0.022 -0.444  1.76
C7 0.012 -1.639 -1.725  -0.03
O1 0.014 -2.575 -2.450  0.08
C8 -1.269 1.030 -1.733  -0.03
O2 -1.996 1.615 -2.462  0.07
C9 -0.925 1.238 1.178  -0.05
C10 0.503 1.204 1.334  0.03
C11 1.281 -0.336 1.318  0.03
C12 0.415 -1.474 1.178  0.00
C13 -1.030 -1.301 1.154  0.00
C14 -1.666 -0.009 1.157  0.01
H10 -1.386 2.194 1.452  0.00
H11 1.166 2.027 1.719  0.02
H12 2.329 -0.301 1.728  0.00
H13 0.884 -2.419 1.470  -0.01
H14 -1.663 -2.257 1.173  0.01
H15 -2.808 0.070 1.172  0.01
C15 1.137 -0.719 5.190  0.01
N4 0.019 0.076 4.628  -0.25
C16 -1.135 0.746 5.236  0.01
C17 -0.282 -0.194 3.371  0.20
N5 0.762 0.352 2.478  0.19
H16 0.966 -0.618 6.253  0.00
H17 2.048 -0.251 4.796  -0.01
H18 1.068 -1.746 4.793  -0.02
H19 -1.079 1.751 4.809  -0.02
H20 -2.020 0.253 4.808  -0.01
H21 -0.961 0.620 6.286  0.00

Cartesian forces, eV/Å:
0.1 1.1 -1.3
-0.1 -1.6 1.4
0.0 0.2 -0.1
-0.2 -0.1 0.1
0.1 -0.2 0.0
0.1 0.0 0.2
-0.7 -0.4 -1.4
1.0 0.5 1.5
-0.1 -0.1 -0.1
0.3 0.0 0.0
0.0 0.2 0.1
0.0 -0.1 0.2
1.0 -0.5 -1.3
-1.4 0.8 1.4
0.2 -0.1 -0.1
0.1 0.1 0.2
-0.2 0.2 0.0
-0.2 -0.1 0.1
-0.7 -0.5 -0.6
0.0 -7.2 -6.3
-0.1 6.2 5.0
-5.6 4.5 -6.3
4.8 -3.9 5.0
-1.3 -0.3 -1.4
1.6 1.7 3.8
0.6 0.2 3.0
-1.1 -1.5 -1.3
0.2 -0.9 0.4
-0.7 0.7 0.3
-0.1 0.0 -1.0
-0.7 0.3 -2.2
0.0 -0.6 -2.1
-0.2 -0.2 -1.1
0.9 1.5 -0.4
1.7 -0.3 -0.5
-0.1 0.3 0.0
-2.9 -2.3 -3.7
0.1 -0.3 0.1
6.0 2.9 0.4
-1.9 -1.4 4.4
0.6 -0.4 0.4
0.2 0.1 0.4
0.0 0.3 0.6
-0.1 0.4 0.7
-0.2 0.2 0.8
-0.8 0.5 0.8

Output
Gap between HOMO and LUMO (spin up / spin down)   3.2 / 3.3 eV
HOMO (spin up / spin down)   -21.1 / -21.1 eV
Spin multiplicity   3
Largest force on an atom   9.54 eV/A
Energy above the lowest of the compared OMol25 structures with the same formula, charge and spin   10.2925 eV
Lowest unoccupied orbital energy (spin up / spin down)   -0.6578 / -0.6523 Ha
Total charge   +4

[3]
Entry from OMol25: a molecular structure, C17H22BBr2MoN3O4S3Sb at a distorted geometry (the ωB97M-V functional and the def2-TZVPD basis).

Each line ends with the Mulliken spin population.
Atoms and positions in Å:
Mo1 0.087 -0.023 0.124  1.08
S1 2.282 -2.838 3.370  0.05
Sb1 2.423 -0.643 2.806  0.09
S2 0.005 0.062 2.428  -0.05
S3 2.358 -0.656 0.269  -0.14
Br1 -0.134 4.971 -0.352  0.00
C1 -0.054 3.718 -1.770  0.01
C2 -0.070 4.131 -3.093  -0.01
C3 -0.018 3.212 -4.124  0.01
Br2 -0.009 3.859 -5.909  0.00
C4 0.028 1.823 -3.879  -0.01
C5 0.039 0.794 -4.839  0.03
C6 0.083 -0.512 -4.399  -0.01
C7 0.127 -0.808 -3.041  0.04
N1 0.110 0.139 -2.102  -0.05
C8 0.055 1.421 -2.522  -0.01
C9 0.016 2.358 -1.451  0.01
O1 0.054 1.838 -0.276  0.01
H1 -0.118 5.186 -3.305  0.00
H2 -0.003 1.028 -5.891  0.00
H3 0.084 -1.327 -5.105  0.00
H4 0.156 -1.830 -2.699  0.01
C10 -4.555 -0.115 -1.502  0.00
N2 -4.437 -0.017 -0.062  0.00
C11 -3.220 0.150 0.509  0.01
N3 -3.184 0.320 1.842  0.00
O2 -2.204 0.125 -0.202  0.00
H5 -5.596 -0.287 -1.755  0.00
H6 -3.950 -0.952 -1.856  0.00
H7 -4.203 0.793 -1.998  0.00
H8 -5.259 0.217 0.470  0.00
H9 -3.999 0.215 2.417  0.00
H10 -2.272 0.329 2.290  -0.01
C12 -2.318 -4.721 -0.888  0.00
C13 -0.953 -4.244 -0.398  0.00
C14 0.139 -5.212 -0.855  0.00
O3 -0.673 -2.975 -1.029  -0.01
B1 -0.132 -2.134 -0.114  -0.08
O4 -0.102 -2.682 1.135  0.03
C15 -0.865 -3.903 1.132  0.00
C16 -0.150 -4.922 2.012  0.00
C17 -2.224 -3.556 1.747  0.00
H11 -2.245 -4.962 -1.947  0.00
H12 -3.065 -3.941 -0.770  0.00
H13 -2.632 -5.606 -0.342  0.00
H14 0.165 -5.217 -1.943  0.00
H15 -0.058 -6.221 -0.502  0.00
H16 1.110 -4.880 -0.493  0.00
H17 0.898 -5.014 1.744  0.00
H18 -0.634 -5.892 1.950  0.00
H19 -0.182 -4.566 3.038  0.00
H20 -2.745 -2.826 1.128  0.00
H21 -2.041 -3.111 2.723  0.00
H22 -2.839 -4.444 1.871  0.00

Cartesian forces, eV/Å:
2.6 0.5 3.5
0.3 0.8 0.0
-0.2 -0.9 0.2
-0.3 0.2 -0.6
-1.9 0.4 -0.7
0.0 -0.1 -0.3
0.0 -1.2 1.3
0.1 -0.3 -1.0
-0.1 0.7 0.2
0.0 -0.1 0.1
0.0 -0.1 0.4
0.0 -0.5 0.3
0.0 0.5 -0.6
0.0 0.3 0.8
-0.1 -1.0 -1.2
0.0 0.8 -0.1
-0.2 1.2 -2.0
0.0 1.0 0.7
0.0 0.1 -0.1
0.0 0.0 -0.1
0.0 -0.1 -0.1
0.0 0.0 0.0
0.2 0.0 -0.2
-0.1 0.1 0.0
-0.6 -0.1 0.6
0.2 0.1 0.1
1.1 -0.3 -0.3
0.0 0.0 0.0
-0.1 0.1 0.0
-0.1 0.0 0.0
0.1 0.0 0.0
0.0 0.0 -0.1
-0.1 0.0 0.0
0.4 0.2 0.1
0.2 -0.6 0.1
-0.2 0.3 0.1
-0.2 -0.1 -0.8
-0.8 -1.1 -0.1
0.1 -0.3 0.1
-0.3 -0.2 0.0
-0.1 0.3 -0.2
0.4 0.1 -0.1
0.0 -0.1 -0.1
-0.1 0.0 0.1
-0.1 -0.1 0.0
0.0 0.0 -0.1
0.0 -0.1 0.1
0.1 0.0 0.0
0.0 0.0 -0.1
-0.1 -0.2 0.0
0.0 0.0 0.1
-0.1 0.0 0.0
0.0 0.0 0.1
-0.1 -0.1 0.0

Output
Gap between HOMO and LUMO (spin up / spin down)   5.4 / 5.8 eV
HOMO (spin up / spin down)   -6.9 / -7.2 eV
Spin multiplicity   2
Largest force on an atom   4.38 eV/A
Energy above the lowest of the compared OMol25 structures with the same formula, charge and spin   1.1678 eV
Lowest unoccupied orbital energy (spin up / spin down)   -0.0554 / -0.0481 Ha
Total charge   0

[4]
Entry from OMol25: 3 unconnected molecules or ions with the total composition C17H22BF7O10S3 at a distorted geometry (the ωB97M-V functional and the def2-TZVPD basis).

Each line ends with the Löwdin charge.
Atoms and positions in Å:
C1 -5.994 0.111 4.995  -0.08
C2 -4.764 -0.607 4.392  -0.13
B1 -3.404 -0.101 4.978  -0.42
O1 -3.206 1.206 5.299  0.16
C3 -2.231 -1.169 5.184  0.06
C4 -0.916 -0.977 5.088  -0.10
S1 0.004 0.518 4.787  0.79
O2 -0.321 1.454 5.818  -0.23
O3 1.382 0.188 4.636  -0.23
C5 -0.549 1.290 3.168  -0.48
F1 -1.566 2.104 3.402  0.16
F2 0.500 2.022 2.781  0.14
C6 -0.863 0.304 2.039  -0.39
F3 -1.865 -0.508 2.407  0.17
F4 0.213 -0.438 1.782  0.18
C7 -1.299 0.975 0.711  -0.54
F5 -1.595 -0.001 -0.154  0.19
F6 -0.309 1.704 0.207  0.19
F7 -2.384 1.725 0.885  0.20
C8 -0.189 -2.276 5.332  -0.37
O4 0.974 -2.560 5.144  0.18
O5 -1.140 -3.151 5.797  0.16
C9 -2.394 -2.610 5.531  -0.36
O6 -3.378 -3.285 5.585  0.20
H1 -5.780 0.502 5.979  0.07
H2 -6.319 0.894 4.328  0.07
H3 -6.817 -0.583 5.067  0.07
H4 -4.853 -1.669 4.586  0.09
H5 -4.763 -0.511 3.307  0.11
H6 -3.087 1.368 6.237  0.13
O7 3.505 -0.224 -3.091  -0.32
S2 3.436 1.138 -2.618  0.67
O8 3.100 2.220 -3.507  -0.32
C10 2.364 1.188 -1.187  -0.24
C11 3.296 0.920 -0.008  -0.21
C12 4.558 1.751 -0.277  -0.21
C13 4.957 1.519 -1.741  -0.22
H7 1.578 0.446 -1.298  0.10
H8 1.934 2.187 -1.135  0.10
H9 2.828 1.188 0.938  0.11
H10 3.551 -0.141 0.031  0.12
H11 4.339 2.808 -0.118  0.12
H12 5.370 1.480 0.396  0.12
H13 5.409 2.398 -2.192  0.10
H14 5.621 0.664 -1.849  0.11
O9 0.747 -2.279 -8.896  -0.32
S3 0.028 -1.953 -7.690  0.66
O10 -1.278 -2.503 -7.431  -0.33
C14 1.096 -2.252 -6.286  -0.23
C15 1.839 -0.935 -6.088  -0.22
C16 0.788 0.169 -6.260  -0.21
C17 -0.025 -0.164 -7.518  -0.22
H15 1.747 -3.095 -6.502  0.11
H16 0.458 -2.480 -5.433  0.11
H17 2.316 -0.889 -5.111  0.09
H18 2.616 -0.827 -6.848  0.12
H19 0.130 0.183 -5.389  0.12
H20 1.247 1.153 -6.337  0.11
H21 -1.063 0.147 -7.437  0.10
H22 0.420 0.265 -8.414  0.10

Cartesian forces, eV/Å:
0.4 -0.3 -0.7
0.0 0.2 0.4
-0.7 -0.5 -0.5
-0.6 -0.3 0.2
0.2 0.8 0.3
0.3 -0.2 -0.3
1.1 0.4 1.4
-0.7 0.0 -0.2
-0.2 -0.3 -0.7
0.2 0.0 0.0
-0.3 0.0 0.0
0.3 0.2 0.0
-0.3 0.2 -0.4
-0.4 -0.2 0.2
0.4 -0.2 0.1
-0.2 -0.3 -0.3
0.1 0.2 0.1
-0.1 0.1 0.0
0.2 0.0 0.0
2.3 -0.3 -0.4
-2.5 0.4 0.6
0.0 0.0 -0.5
-0.6 -1.0 0.3
0.7 0.6 0.1
-0.1 0.3 0.2
-0.1 0.5 0.1
-0.3 -0.2 0.1
0.1 -0.3 -0.1
0.0 0.0 -0.3
0.7 0.4 0.1
0.0 0.0 -0.2
0.0 0.2 0.2
0.0 -0.2 -0.2
0.0 -0.1 0.3
0.1 0.0 0.0
-0.1 0.0 0.0
0.2 0.1 0.3
0.0 0.0 -0.2
0.0 0.0 -0.1
0.0 0.0 0.0
0.0 0.0 0.0
0.0 0.0 0.0
0.0 0.0 0.0
0.0 0.0 -0.1
-0.1 -0.1 -0.1
-0.1 -0.1 -0.1
0.0 0.0 0.2
0.0 -0.1 -0.2
0.2 0.1 0.2
0.0 0.0 0.0
0.0 -0.1 0.0
0.1 0.3 0.2
-0.1 -0.1 -0.1
0.0 0.0 0.0
0.0 0.0 0.0
0.0 0.0 0.0
0.0 0.0 0.0
0.0 0.0 0.0
0.0 -0.1 -0.1
0.0 -0.1 -0.1

Output
Gap between HOMO and LUMO   7.6 eV
HOMO   -10.1 eV
Largest force on an atom   2.63 eV/A
Energy above the lowest of the compared OMol25 structures with the same formula, charge and spin   0.0000 eV
Lowest unoccupied orbital energy   -0.0927 Ha
Total charge   0
SMILES string   CCB(O)C1=C(S(=O)(=O)C(F)(F)C(F)(F)C(F)(F)F)C(=O)OC1=O.O=S1(=O)CCCC1.O=S1(=O)CCCC1

[5]
Entry from OMol25: C17H22BFO7P2 in the gas phase at a distorted geometry (the ωB97M-V functional and the def2-TZVPD basis).

Each line ends with the Löwdin charge.
Atoms and positions in Å:
C1 6.509 -1.566 1.138  -0.07
C2 5.542 -0.385 1.222  -0.26
O1 4.190 -0.838 1.449  -0.19
P1 3.118 -0.122 0.516  0.48
O2 3.342 1.321 0.405  -0.25
C3 1.493 -0.543 1.225  -0.17
C4 0.521 0.601 0.877  -0.20
C5 -0.916 0.187 0.630  -0.17
C6 -1.300 -1.121 0.566  0.03
C7 -2.576 -1.476 0.312  -0.08
C8 -3.544 -0.527 0.106  -0.07
C9 -3.213 0.795 0.192  -0.04
B1 -4.345 1.922 0.002  -0.49
C10 -4.354 2.828 -1.293  0.00
O3 -5.300 2.139 0.962  0.16
C11 -1.908 1.153 0.448  -0.20
P2 -1.486 2.933 0.515  0.76
O4 -2.258 3.670 1.535  -0.39
C12 -4.911 -0.985 -0.206  -0.23
O5 -5.725 -0.364 -0.868  0.16
C13 -5.273 -2.351 0.314  -0.18
F1 -6.548 -2.622 0.530  0.13
C14 -4.347 -3.273 0.511  0.10
C15 -2.925 -2.947 0.265  -0.30
O6 -2.072 -3.792 0.069  0.12
O7 3.208 -0.909 -0.878  -0.20
C16 2.862 -0.141 -2.056  -0.26
C17 4.131 0.113 -2.876  -0.06
H1 6.897 -1.869 2.105  0.07
H2 6.021 -2.388 0.615  0.08
H3 7.355 -1.270 0.517  0.07
H4 5.641 0.182 0.302  0.10
H5 5.824 0.221 2.080  0.12
H6 1.558 -0.643 2.306  0.11
H7 1.225 -1.496 0.779  0.08
H8 0.573 1.376 1.632  0.10
H9 0.868 1.070 -0.045  0.09
H10 -0.592 -1.925 0.690  0.12
H11 -3.922 2.256 -2.116  0.07
H12 -5.353 3.174 -1.542  0.07
H13 -3.717 3.699 -1.129  0.04
H14 -5.769 1.325 1.173  0.11
H15 -0.103 3.073 0.729  0.03
H16 -1.680 3.408 -0.801  0.02
H17 -4.585 -4.265 0.865  0.14
H18 2.214 -0.784 -2.649  0.11
H19 2.307 0.765 -1.833  0.10
H20 5.021 0.008 -2.264  0.07
H21 4.201 -0.675 -3.626  0.07
H22 4.102 1.062 -3.406  0.08

Cartesian forces, eV/Å:
-0.3 0.2 -0.4
1.0 -0.7 0.4
-0.3 -0.1 -0.5
-0.1 -0.2 0.8
-0.1 0.6 -0.3
0.5 0.4 -0.1
0.0 -0.7 -0.6
0.4 0.9 0.4
1.4 -0.9 0.1
-0.9 -1.6 -0.2
-0.6 -0.7 0.0
-1.4 1.7 -0.3
-0.2 0.5 -0.3
0.5 -0.3 0.4
-0.3 -0.4 -0.5
1.3 0.6 -0.2
-0.2 0.3 0.4
-0.4 0.1 0.1
-1.2 0.0 -0.5
0.6 0.1 0.7
0.5 0.0 0.1
-0.3 0.3 -0.2
0.5 -0.4 0.2
0.5 0.1 -0.1
-0.6 0.4 0.3
-0.3 0.5 0.3
0.4 -0.5 -0.8
-0.4 -0.5 -0.2
-0.2 -0.2 0.1
0.0 -0.2 0.2
0.1 0.0 0.1
-0.4 0.3 0.0
-0.2 0.4 -0.2
0.1 -0.2 0.0
-0.1 -0.1 0.1
0.1 0.0 0.2
0.0 0.2 0.0
0.0 -0.1 0.1
-0.1 0.1 -0.2
-0.1 0.0 0.0
-0.1 0.2 -0.1
0.2 0.1 0.6
-0.1 -0.3 -0.4
0.3 -0.2 0.0
-0.1 -0.1 -0.2
-0.2 0.0 0.2
0.2 0.1 0.3
0.0 0.4 0.2
0.1 0.0 -0.1
0.1 0.1 0.2

Output
Gap between HOMO and LUMO   8.5 eV
HOMO   -10.1 eV
Largest force on an atom   2.21 eV/A
Lowest unoccupied orbital energy   -0.0588 Ha
Total charge   0
SMILES string   CCOP(=O)(CCc1cc2c(c(B(C)O)c1[PH2]=O)C(=O)C(F)=CC2=O)OCC

no.,energy (eV)
1,-168024.996
2,-31281.339
3,-212312.322
4,-90664.289
5,-54292.713